No. 1
The following is a quantum chemistry calculation of a molecular structure, C43H51BKN7O2S9, from the Open Molecules 2025 dataset.

Summary:
- Maximum force: 0.0299 Eh/bohr
- Spin multiplicity: 1
- Energy: -174469.8681 eV
- Charge: -2
- Energy relative to the best compared isomer or geometry (same formula, charge and spin): 0.000 eV

Each line ends with the Mulliken charge.
CARTESIAN COORDINATES (ANGSTROEM)
K1 2.254 0.223 2.886  1.128
C1 -2.637 1.370 2.821  -0.593
C2 -2.290 1.422 1.382  0.257
C3 -2.711 2.420 0.566  -0.560
C4 -2.252 2.491 -0.770  -0.182
N1 -1.493 1.567 -1.274  -1.072
N2 -1.112 0.543 -0.488  0.911
B1 -0.147 -0.419 -1.151  -0.685
N3 -0.696 -1.817 -1.354  0.674
N4 -1.999 -1.917 -1.015  -0.353
C5 -2.504 -3.083 -0.767  -0.094
C6 -1.696 -4.253 -0.808  -0.808
C7 -0.419 -4.179 -1.252  0.562
C8 0.477 -5.369 -1.321  -1.801
C9 0.092 -2.891 -1.661  0.682
S1 1.554 -2.738 -2.449  -0.424
C10 -3.974 -3.088 -0.358  2.862
C11 -4.795 -2.389 -1.445  -1.744
C12 -4.119 -2.325 0.963  -1.608
C13 -4.505 -4.510 -0.163  -2.352
N5 0.527 0.269 -2.412  0.891
N6 0.138 0.508 -3.649  -1.230
C14 0.982 1.178 -4.396  -0.090
C15 2.219 1.654 -3.877  -0.321
C16 2.605 1.403 -2.587  0.532
C17 3.866 1.859 -1.941  -1.671
C18 1.682 0.624 -1.856  0.262
S2 1.648 -0.069 -0.306  0.355
C19 0.531 1.470 -5.820  2.341
C20 -0.277 0.288 -6.358  -1.734
C21 -0.351 2.724 -5.792  -1.503
C22 1.722 1.717 -6.748  -2.072
C23 -1.418 0.410 0.826  -0.165
S3 -0.793 -0.851 1.737  0.456
C24 -2.553 3.646 -1.718  2.474
C25 -3.355 3.112 -2.908  -1.651
C26 -1.215 4.221 -2.202  -1.293
C27 -3.340 4.760 -1.030  -2.399
H1 -3.282 2.207 3.087  0.406
H2 -1.713 1.427 3.409  -0.072
H3 -3.124 0.425 3.064  -0.101
H4 -3.333 3.207 0.969  0.440
H5 -2.100 -5.204 -0.491  0.371
H6 -0.036 -6.252 -0.939  0.363
H7 1.378 -5.190 -0.733  0.240
H8 0.806 -5.546 -2.345  0.374
H9 -4.436 -1.373 -1.598  0.226
H10 -5.845 -2.346 -1.145  0.457
H11 -4.731 -2.924 -2.395  0.390
H12 -3.804 -1.288 0.855  -0.038
H13 -3.501 -2.760 1.749  0.400
H14 -5.166 -2.342 1.281  0.530
H15 -4.401 -5.119 -1.064  0.469
H16 -5.568 -4.462 0.083  0.432
H17 -4.002 -5.020 0.659  0.391
H18 2.871 2.223 -4.525  0.274
H19 4.481 2.431 -2.636  0.390
H20 4.440 1.004 -1.579  0.354
H21 3.637 2.478 -1.070  0.341
H22 -1.137 0.079 -5.726  0.308
H23 0.329 -0.618 -6.404  0.401
H24 -0.631 0.519 -7.366  0.445
H25 -1.224 2.565 -5.160  0.103
H26 -0.690 2.969 -6.802  0.518
H27 0.193 3.584 -5.397  0.341
H28 2.434 0.890 -6.722  0.442
H29 2.255 2.638 -6.507  0.328
H30 1.365 1.816 -7.775  0.448
H31 -2.813 2.309 -3.407  0.187
H32 -3.541 3.915 -3.628  0.426
H33 -4.321 2.714 -2.587  0.379
H34 -0.636 3.457 -2.719  -0.002
H35 -0.622 4.575 -1.356  0.364
H36 -1.389 5.054 -2.890  0.463
H37 -4.317 4.417 -0.683  0.412
H38 -3.509 5.572 -1.741  0.457
H39 -2.793 5.168 -0.178  0.444
C28 4.861 -3.498 1.529  -1.288
C29 4.641 -2.176 2.253  0.712
O1 3.476 -1.828 2.421  -0.367
C30 5.790 -1.394 2.691  0.259
C31 7.072 -1.966 2.584  -0.383
C32 8.221 -1.313 2.960  -0.787
C33 8.095 -0.007 3.465  -0.189
C34 6.881 0.597 3.588  -0.650
C35 5.642 -0.050 3.222  -0.128
O2 4.548 0.549 3.346  -0.714
H40 3.905 -3.792 1.103  0.135
H41 5.188 -4.269 2.231  0.364
H42 5.612 -3.430 0.743  0.426
H43 7.154 -2.974 2.196  0.290
H44 9.189 -1.789 2.871  0.355
H45 8.988 0.537 3.764  0.335
H46 6.792 1.603 3.980  0.389
S4 1.809 7.216 5.672  -0.415
C36 1.378 5.721 5.004  0.043
S5 1.341 5.396 3.329  -0.138
C37 0.863 3.719 3.367  -0.116
C38 0.710 3.208 4.620  -0.236
S6 0.209 1.606 5.169  -0.495
S7 1.021 4.329 5.916  -0.176
S8 0.646 3.014 1.770  -0.203
S9 0.448 -3.824 5.281  -0.422
C39 -0.973 -2.951 5.154  -0.122
N7 -0.988 -1.609 5.416  0.115
C40 -2.080 -0.820 5.392  -0.284
C41 -3.301 -1.356 5.105  -0.569
C42 -3.361 -2.729 4.789  -0.087
C43 -2.239 -3.499 4.799  -0.544
H47 -0.089 -1.182 5.624  0.193
H48 -1.879 0.229 5.581  0.453
H49 -4.170 -0.716 5.086  0.415
H50 -4.309 -3.186 4.527  0.368
H51 -2.266 -4.551 4.555  0.377

No. 2
The following is a quantum chemistry calculation of a molecular structure, C43H52AsBBeF6N6O20, from the Open Molecules 2025 dataset.

Summary:
- Maximum force: 0.0991 Eh/bohr
- Spin multiplicity: 1
- Energy: -173549.0305 eV

Each line ends with the Mulliken charge.
CARTESIAN COORDINATES (ANGSTROEM)
Be1 4.357 -0.091 -9.163  0.998
O1 8.900 -1.591 -2.805  -0.521
C1 8.080 -2.262 -3.389  0.449
O2 6.897 -1.863 -3.740  -0.455
B1 6.241 -2.877 -4.579  1.173
O3 7.174 -4.018 -4.609  -0.252
C2 8.240 -3.736 -3.816  -0.135
O4 9.184 -4.418 -3.575  -0.554
O5 6.088 -2.359 -5.950  -0.222
C3 4.898 -1.975 -6.182  -0.060
O6 4.507 -1.413 -7.190  0.907
C4 4.004 -2.294 -5.002  0.367
O7 4.803 -2.984 -4.177  -0.807
O8 2.834 -2.041 -4.936  -0.659
As1 7.941 1.177 -7.536  1.938
F1 9.605 1.671 -7.143  -0.497
F2 7.305 2.266 -6.292  -0.431
F3 6.266 0.661 -7.992  -0.453
F4 8.451 0.041 -8.767  -0.493
F5 7.934 -0.101 -6.324  -0.296
F6 7.898 2.428 -8.749  -0.484
N1 13.064 -4.307 -1.121  -0.469
C5 14.251 -4.881 -1.142  -0.345
C6 14.920 -5.341 -2.288  -0.343
C7 14.143 -5.355 -3.431  -0.650
C8 12.856 -4.812 -3.434  0.187
C9 12.323 -4.321 -2.248  -0.204
H1 14.811 -4.807 -0.216  0.354
H2 15.921 -5.744 -2.286  0.406
H3 14.582 -5.525 -4.407  0.338
H4 12.249 -4.722 -4.324  0.227
H5 11.359 -3.831 -2.233  0.552
N2 3.487 1.413 -7.259  0.277
C10 2.507 0.927 -6.467  -0.192
C11 2.144 1.597 -5.323  -0.812
C12 2.756 2.785 -4.944  0.064
C13 3.749 3.300 -5.783  -0.590
C14 4.070 2.572 -6.908  -0.461
H6 2.043 -0.006 -6.744  0.351
H7 1.439 1.086 -4.680  0.308
H8 2.537 3.271 -4.003  0.404
H9 4.118 4.290 -5.558  0.459
H10 4.645 3.151 -7.621  0.394
N3 2.050 -1.113 -8.766  0.026
C15 1.796 -2.443 -8.564  -0.292
C16 0.639 -3.081 -8.947  -0.920
C17 -0.437 -2.284 -9.364  -0.220
C18 -0.264 -0.917 -9.463  -0.706
C19 0.980 -0.390 -9.092  0.024
H11 2.612 -2.996 -8.118  0.467
H12 0.644 -4.150 -8.791  0.471
H13 -1.441 -2.616 -9.593  0.400
H14 -1.026 -0.185 -9.685  0.410
H15 1.071 0.674 -9.284  0.352
C20 10.993 -0.723 -5.122  1.418
C21 11.662 -1.645 -4.121  1.498
O9 13.038 -1.213 -4.143  -0.454
C22 13.177 -0.217 -5.060  0.479
O10 14.219 0.178 -5.476  -0.584
O11 11.989 0.245 -5.484  -0.380
H16 10.165 -0.229 -4.611  -0.814
H17 10.559 -1.090 -6.050  -0.393
H18 11.586 -2.700 -4.367  -0.735
H19 11.214 -1.486 -3.143  -0.190
C23 9.435 1.339 -1.599  0.916
C24 9.292 2.425 -2.712  0.032
O12 10.155 3.468 -2.272  -0.437
C25 10.547 3.278 -0.990  0.440
O13 11.208 4.092 -0.434  -0.556
O14 10.155 2.036 -0.581  -0.354
H20 10.108 0.544 -1.911  -0.193
H21 8.444 0.990 -1.323  -0.046
H22 8.317 2.907 -2.620  0.083
H23 9.546 2.209 -3.747  0.230
C26 4.871 0.406 -3.528  1.456
C27 6.090 1.352 -3.614  1.303
O15 5.989 2.014 -2.358  -0.388
C28 5.194 1.399 -1.512  0.542
O16 5.169 1.525 -0.325  -0.588
O17 4.399 0.457 -2.183  -0.474
H24 5.307 -0.562 -3.716  -0.249
H25 4.032 0.606 -4.187  -0.945
H26 6.036 2.044 -4.448  -0.219
H27 6.901 0.633 -3.718  -0.409
C29 5.339 -7.264 -5.107  0.179
C30 4.664 -7.919 -3.891  -0.438
O18 3.335 -7.369 -3.956  -0.287
C31 3.142 -6.678 -5.057  0.695
O19 2.111 -6.315 -5.543  -0.562
O20 4.299 -6.625 -5.803  -0.334
H28 5.689 -8.007 -5.823  0.300
H29 6.073 -6.555 -4.723  -0.131
H30 5.243 -7.704 -2.996  0.324
H31 4.626 -9.003 -3.984  0.251
C32 9.468 -1.524 0.554  -1.065
C33 9.722 -0.758 1.886  -0.272
C34 8.752 -1.182 3.001  -0.690
C35 9.338 -1.856 4.155  0.284
N4 9.761 -2.442 5.047  -0.415
H32 8.748 -1.044 -0.111  0.087
H33 8.982 -2.497 0.689  0.540
H34 10.343 -1.826 -0.024  0.304
H35 9.669 0.289 1.603  0.182
H36 10.705 -1.101 2.207  0.406
H37 7.925 -1.786 2.622  0.332
H38 8.221 -0.264 3.264  0.330
C36 -0.244 -2.895 -1.198  -1.191
C37 -0.345 -3.091 -2.725  -0.741
C38 0.720 -4.075 -3.247  0.575
C39 0.886 -5.363 -2.520  0.159
N5 0.981 -6.360 -1.960  -0.543
H39 0.778 -3.048 -0.849  0.310
H40 -0.795 -3.748 -0.793  0.348
H41 -0.705 -2.007 -0.774  0.360
H42 -0.365 -2.148 -3.270  0.318
H43 -1.331 -3.535 -2.888  0.366
H44 1.658 -3.540 -3.087  -0.304
H45 0.574 -4.156 -4.322  0.409
C40 10.120 -3.879 -7.131  -1.357
C41 8.689 -3.368 -7.485  1.489
C42 8.458 -3.303 -9.005  -0.776
C43 7.040 -2.955 -9.330  0.274
N6 5.952 -2.687 -9.580  -0.630
H46 10.192 -4.414 -6.185  0.228
H47 10.862 -3.083 -7.136  0.246
H48 10.349 -4.601 -7.917  0.529
H49 8.424 -2.370 -7.141  -0.609
H50 7.981 -4.120 -7.138  -0.110
H51 8.492 -4.324 -9.392  0.491
H52 9.115 -2.593 -9.502  0.369

No. 3
The following is a quantum chemistry calculation of a molecular structure, C43H52BeN4O3S, from the Open Molecules 2025 dataset.

Summary:
- Maximum force: 0.0173 Eh/bohr
- Spin multiplicity: 1
- Energy: -68778.2502 eV

Each line ends with the Mulliken charge.
CARTESIAN COORDINATES (ANGSTROEM)
Be1 0.200 -0.027 -0.048  -0.121
C1 -1.212 3.643 -1.363  -1.379
C2 -2.605 3.677 -0.733  0.325
C3 -2.624 4.687 0.435  -1.568
C4 -3.323 2.354 -0.394  0.672
C5 -4.717 2.473 -0.411  -0.941
C6 -5.549 1.396 -0.179  -1.376
C7 -4.972 0.142 -0.037  -0.820
C8 -3.593 -0.038 -0.047  0.752
C9 -3.067 -1.466 -0.021  0.004
C10 -2.426 -1.842 1.318  -1.763
C11 -2.177 -1.758 -1.232  -1.387
C12 -2.767 1.091 -0.113  -0.193
N1 -1.373 0.978 0.200  1.160
C13 -0.941 1.897 1.020  -1.283
C14 0.433 2.066 1.242  0.069
C15 1.129 3.034 1.957  -1.748
C16 2.472 2.753 1.745  -1.109
C17 2.537 1.612 0.923  -0.468
N2 1.296 1.194 0.600  1.805
C18 3.830 0.992 0.443  2.963
C19 4.242 1.690 -0.863  -1.608
C20 3.669 -0.498 0.197  -1.316
C21 4.928 1.190 1.496  -2.147
H1 -0.979 4.650 -1.716  0.561
H2 -1.179 2.980 -2.227  0.133
H3 -0.420 3.353 -0.672  0.127
H4 -3.243 4.100 -1.510  0.805
H5 -1.694 4.644 1.006  0.357
H6 -3.456 4.505 1.116  0.374
H7 -2.718 5.706 0.054  0.394
H8 -5.150 3.446 -0.615  0.497
H9 -6.624 1.520 -0.150  0.361
H10 -5.603 -0.731 0.078  0.466
H11 -3.948 -2.100 -0.144  0.938
H12 -1.717 -1.081 1.642  0.115
H13 -1.893 -2.793 1.239  0.314
H14 -3.194 -1.934 2.089  0.569
H15 -1.282 -1.129 -1.249  -0.257
H16 -2.739 -1.578 -2.151  0.953
H17 -1.849 -2.800 -1.225  0.528
H18 -1.640 2.561 1.520  0.972
H19 0.700 3.841 2.533  0.549
H20 3.315 3.308 2.124  0.454
H21 3.472 1.550 -1.628  0.086
H22 5.186 1.285 -1.240  0.420
H23 4.363 2.763 -0.706  0.458
H24 2.866 -0.693 -0.506  -0.678
H25 3.417 -1.025 1.121  0.295
H26 4.599 -0.915 -0.193  0.824
H27 5.267 2.226 1.540  0.406
H28 5.791 0.564 1.254  0.433
H29 4.568 0.906 2.486  0.439
C22 5.652 -6.223 -0.561  -1.521
C23 4.360 -5.448 -0.586  0.905
C24 3.212 -5.946 0.022  -0.967
C25 2.028 -5.223 0.012  -0.353
C26 1.987 -3.980 -0.603  -0.447
C27 3.106 -3.497 -1.262  0.097
C28 4.285 -4.222 -1.242  -0.783
S1 0.451 -3.075 -0.659  1.504
O1 -0.538 -3.989 -0.154  -0.826
O2 0.344 -2.609 -2.022  -0.871
N3 0.532 -1.753 0.272  1.271
C29 0.589 -1.880 1.671  0.900
C30 0.974 -2.992 2.430  -1.158
C31 1.007 -2.871 3.804  -0.679
C32 0.674 -1.665 4.410  -1.163
C33 0.291 -0.627 3.583  -0.467
N4 0.234 -0.742 2.261  0.405
H30 5.652 -6.963 0.238  0.366
H31 6.502 -5.557 -0.413  0.380
H32 5.805 -6.749 -1.506  0.301
H33 3.240 -6.915 0.504  0.375
H34 1.127 -5.616 0.464  0.566
H35 3.047 -2.563 -1.798  -0.077
H36 5.161 -3.834 -1.749  0.424
H37 1.241 -3.923 1.962  0.347
H38 1.295 -3.723 4.407  0.465
H39 0.701 -1.541 5.484  0.422
H40 0.004 0.340 3.984  0.449
C34 0.171 0.031 -8.329  -1.563
C35 0.386 -0.012 -6.843  0.635
C36 -0.679 0.112 -5.962  -1.002
C37 -0.509 0.054 -4.585  0.465
C38 -1.725 0.114 -3.705  -0.807
C39 0.792 -0.112 -4.077  0.307
C40 1.067 -0.142 -2.653  0.619
O3 0.268 0.120 -1.762  0.131
C41 1.890 -0.250 -4.960  1.000
C42 3.309 -0.464 -4.482  -1.250
C43 1.664 -0.196 -6.322  -1.194
H41 -0.881 0.169 -8.572  0.355
H42 0.510 -0.898 -8.791  0.348
H43 0.739 0.846 -8.781  0.351
H44 -1.680 0.249 -6.355  0.340
H45 -2.603 0.389 -4.287  0.491
H46 -1.598 0.809 -2.880  -0.091
H47 -1.902 -0.861 -3.244  0.148
H48 2.095 -0.380 -2.379  -0.826
H49 3.402 -1.413 -3.953  0.147
H50 3.646 0.332 -3.816  0.255
H51 3.985 -0.491 -5.334  0.445
H52 2.503 -0.302 -7.001  0.416